The following is a DFT calculation (ωB97M-V/def2-TZVPD) of a structure of composition C4H8BrO2SZn in a non-equilibrium geometry.

The geometry in XYZ format:
```
17
Properties=species:S:1:pos:R:3:forces:R:3
Zn -3.372 -0.959 1.746 0.4 -0.3 -1.8
Br -4.273 -1.421 -0.343 0.0 0.2 1.2
C 1.433 1.079 -0.253 -0.2 -1.0 0.5
C 0.850 0.161 -1.338 0.2 0.5 -1.2
C -0.006 -0.973 -0.764 -0.2 0.4 0.1
S -0.071 -0.601 0.984 0.6 0.3 -0.4
O 0.985 -1.234 1.703 -0.2 -0.5 0.2
O -1.456 -0.826 1.463 -0.4 0.2 0.7
C 0.385 1.107 0.871 -0.2 1.5 -0.1
H 1.675 2.045 -0.681 -0.1 0.2 0.3
H 2.314 0.633 0.212 0.3 0.1 -0.4
H 1.610 -0.165 -2.047 0.2 -0.4 0.4
H 0.216 0.763 -1.995 -0.2 0.1 0.3
H 0.374 -1.986 -0.878 0.1 0.0 0.1
H -1.019 -0.892 -1.156 -0.1 -0.3 0.1
H 0.778 1.459 1.824 0.1 -0.5 0.1
H -0.424 1.810 0.653 -0.4 -0.5 -0.3
```
Positions in Å, forces in eV/Å.

Output
Relative energy (zero: lowest compared OMol25 entry of this formula, charge and spin) = 0.0 kcal/mol
LUMO = -6.5 eV
E = -137661.421 eV
Charge = +1

***

The following is a DFT calculation (ωB97M-V/def2-TZVPD) of a cluster of 2 separate species, C3H7NO in total in a non-equilibrium geometry.

The geometry in XYZ format:
```
12
Properties=species:S:1:pos:R:3:forces:R:3
N -2.202 0.979 1.375 -0.8 1.2 1.0
C -1.389 -0.099 1.279 -0.4 -0.3 -1.5
O -0.252 -0.086 0.877 0.3 0.1 0.7
H -1.864 1.925 1.527 0.5 -0.4 -0.4
H -3.121 0.872 1.783 0.2 -0.4 -0.1
H -1.979 -1.027 1.343 0.2 -0.2 0.5
C 2.627 -0.641 -2.013 0.0 1.4 -0.3
C 1.399 -0.291 -1.662 -0.4 -1.0 0.9
H 3.322 0.191 -2.113 0.3 -0.3 0.0
H 2.981 -1.622 -2.286 -0.2 -0.2 0.1
H 1.112 0.697 -1.331 0.3 0.2 -0.3
H 0.627 -1.023 -1.439 0.1 -0.1 -0.4
```
Positions in Å, forces in eV/Å.

Output
Relative energy (zero: lowest compared OMol25 entry of this formula, charge and spin) = 37.6 kcal/mol
LUMO = 0.9 eV
SMILES = NC=O.C=C
E = -6761.119 eV
Charge = 0

***

The following is a DFT calculation (ωB97M-V/def2-TZVPD) of a cluster of 4 separate species, C31H65N4O7S in total.

The geometry in XYZ format:
```
108
Properties=species:S:1:pos:R:3:forces:R:3
N 2.844 1.406 -1.406 0.1 0.0 -0.1
C 2.553 -0.020 -1.299 0.0 0.0 0.2
C 1.419 -0.393 -0.344 -0.1 -0.1 -0.3
C 0.091 0.284 -0.690 0.2 0.0 0.1
C -1.020 -0.178 0.257 0.1 0.2 0.4
O -2.283 -0.599 -0.300 0.1 -0.3 -0.1
S -2.750 -0.181 -1.772 0.0 0.3 0.2
O -3.424 -1.326 -2.324 0.0 0.0 -0.1
O -4.052 0.743 -1.306 -0.1 -0.2 0.1
O -3.601 1.671 -0.298 0.0 -0.1 -0.2
H 2.323 1.856 -2.143 -0.1 0.0 0.1
H 2.684 1.900 -0.539 0.0 0.0 0.0
H 3.462 -0.540 -0.987 0.0 0.0 0.0
H 2.307 -0.397 -2.294 0.0 0.0 0.0
H 1.270 -1.476 -0.412 0.1 0.0 0.2
H 1.708 -0.158 0.686 0.0 0.0 0.0
H 0.214 1.364 -0.591 -0.1 0.0 -0.2
H -0.132 0.089 -1.740 -0.1 -0.1 0.0
H -1.244 0.605 0.982 -0.1 0.1 -0.1
H -0.676 -1.040 0.830 -0.1 -0.1 -0.1
H -4.319 2.319 -0.377 0.0 0.4 0.0
C -3.262 -5.417 4.626 0.0 -0.1 -0.1
C -1.897 -4.694 4.591 -0.2 -0.2 0.1
C -2.036 -3.203 4.235 0.1 0.1 0.0
C -2.284 -2.912 2.759 0.0 -0.1 0.0
C -1.241 -3.609 1.892 0.0 0.2 0.0
C -1.188 -5.118 2.138 -0.2 -0.3 -0.2
N -0.962 -5.344 3.609 0.3 0.7 0.0
O 0.274 -5.253 3.943 -0.2 -0.3 0.0
C -2.474 -5.775 1.624 0.0 0.0 0.1
C -0.027 -5.747 1.376 0.1 0.1 0.0
C -1.284 -4.804 5.985 0.0 0.0 0.0
H -3.372 -6.151 3.836 0.0 0.0 0.0
H -3.370 -5.959 5.565 0.0 0.0 0.0
H -4.091 -4.712 4.550 0.0 0.0 0.0
H -1.115 -2.695 4.539 0.0 -0.1 0.0
H -2.840 -2.788 4.848 0.0 0.0 0.0
H -3.293 -3.210 2.465 0.0 0.0 0.0
H -2.232 -1.833 2.595 0.0 0.0 0.0
H -1.448 -3.436 0.832 0.0 0.0 0.0
H -0.253 -3.185 2.104 0.0 -0.1 0.0
H -2.488 -6.839 1.865 0.0 0.0 0.0
H -2.495 -5.672 0.539 0.0 0.0 0.0
H -3.383 -5.320 2.006 0.0 0.0 0.0
H 0.917 -5.261 1.609 0.0 0.0 0.0
H -0.220 -5.648 0.307 0.0 0.0 0.0
H 0.065 -6.806 1.618 0.0 0.0 0.0
H -1.062 -5.843 6.228 0.0 0.0 0.0
H -2.014 -4.425 6.703 0.0 0.0 0.0
H -0.368 -4.227 6.076 0.0 0.0 0.0
C 9.794 -0.136 -0.950 0.0 0.1 -0.1
C 8.468 -0.908 -0.768 0.2 0.3 0.1
C 8.686 -2.429 -0.681 -0.1 -0.1 0.0
C 8.961 -3.118 -2.013 0.0 0.0 0.0
C 7.891 -2.755 -3.037 0.0 -0.1 0.1
C 7.759 -1.243 -3.234 0.1 0.2 -0.2
N 7.510 -0.613 -1.888 -0.3 -0.8 0.2
O 6.278 -0.677 -1.534 0.1 0.3 -0.1
C 9.011 -0.692 -3.925 0.0 0.0 0.0
C 6.569 -0.919 -4.131 0.0 -0.1 0.0
C 7.839 -0.436 0.541 0.0 0.0 0.0
H 9.872 0.346 -1.917 0.0 0.0 0.0
H 9.866 0.657 -0.206 0.0 0.0 0.0
H 10.659 -0.790 -0.826 0.0 0.0 0.0
H 7.790 -2.876 -0.239 0.0 0.1 0.0
H 9.505 -2.609 0.020 0.0 0.0 0.0
H 9.958 -2.863 -2.385 0.0 0.0 0.0
H 8.963 -4.199 -1.859 0.0 0.0 0.0
H 8.108 -3.211 -4.007 0.0 0.0 0.0
H 6.926 -3.150 -2.704 0.0 0.1 0.0
H 8.966 0.395 -3.998 0.0 0.0 0.0
H 9.044 -1.098 -4.937 0.0 0.0 0.0
H 9.941 -0.969 -3.436 0.0 0.0 0.0
H 5.652 -1.367 -3.758 0.0 0.0 0.0
H 6.771 -1.308 -5.130 0.0 0.0 0.0
H 6.419 0.159 -4.199 0.0 0.0 0.0
H 7.561 0.616 0.477 0.0 0.0 0.0
H 8.581 -0.555 1.333 0.0 0.0 0.0
H 6.953 -1.009 0.799 0.0 0.0 0.0
C -7.192 5.900 -2.771 0.1 0.0 0.0
C -7.068 4.948 -1.560 0.0 0.0 -0.4
C -8.173 5.183 -0.515 0.0 0.0 0.1
C -7.978 6.412 0.367 0.0 0.0 -0.1
C -6.592 6.405 1.002 -0.1 -0.1 0.1
C -5.472 6.312 -0.038 0.2 0.2 -0.2
N -5.729 5.096 -0.891 -0.4 -0.3 0.7
O -5.309 4.013 -0.347 0.2 0.1 -0.2
C -5.405 7.604 -0.857 0.0 0.0 -0.1
C -4.118 6.136 0.643 0.0 -0.1 0.1
C -7.193 3.519 -2.084 0.0 0.0 0.1
H -6.378 6.613 -2.835 0.0 0.0 0.0
H -7.168 5.326 -3.697 -0.1 0.0 0.0
H -8.129 6.457 -2.748 0.0 0.0 0.0
H -8.224 4.300 0.129 0.1 0.0 0.0
H -9.125 5.240 -1.047 0.0 0.0 0.0
H -8.139 7.330 -0.204 0.0 0.0 0.0
H -8.736 6.407 1.153 0.0 0.0 0.0
H -6.430 7.305 1.599 0.0 0.0 0.0
H -6.511 5.550 1.681 0.0 0.0 0.0
H -4.667 7.521 -1.656 0.0 0.0 0.0
H -5.091 8.408 -0.190 0.0 0.0 0.0
H -6.356 7.899 -1.291 0.0 0.0 0.0
H -4.117 5.293 1.327 0.0 0.0 0.0
H -3.892 7.043 1.204 0.0 0.0 0.0
H -3.331 5.980 -0.096 0.0 0.0 0.0
H -6.360 3.272 -2.741 0.0 0.0 0.0
H -8.119 3.454 -2.658 0.0 0.0 0.0
H -7.229 2.787 -1.282 0.0 0.0 0.0
```
Positions in Å, forces in eV/Å.

Output
Expectation value of S² = 3.76
Spin multiplicity = 4
LUMO (spin up / spin down) = 0.7 / 0.1 eV
E = -64321.195 eV
Charge = 0

***

The following is a DFT calculation (ωB97M-V/def2-TZVPD) of a structure of composition C7H12MnN3 in a non-equilibrium geometry.

The geometry in XYZ format:
```
23
Properties=species:S:1:pos:R:3:forces:R:3
C -1.796 0.897 -3.047 -1.3 0.4 -0.9
Mn -0.510 1.181 -1.593 0.8 0.4 1.8
N 0.477 -0.739 -2.315 1.2 -1.1 -0.1
H -0.130 2.876 -0.920 -0.5 0.1 -0.4
H 0.471 2.373 -0.653 0.7 -0.3 -0.3
H -2.229 1.911 -2.899 -0.4 -0.5 -0.7
H -2.559 0.110 -2.951 0.1 0.2 -0.2
H -1.258 0.851 -4.008 -0.4 0.0 0.0
H 0.022 -1.497 -1.790 0.2 0.5 -0.1
H 1.483 -0.846 -2.130 -0.4 0.0 0.0
H 0.350 -0.983 -3.296 -0.1 0.3 0.1
N 1.639 -1.739 5.152 -0.4 0.3 -0.9
C 1.224 -1.366 4.122 -0.2 0.0 -0.2
C 0.737 -0.849 2.865 0.8 -1.5 2.4
C -0.099 -1.586 2.011 -1.1 -0.3 -1.8
C -0.512 -1.027 0.798 0.6 -0.8 1.7
N -0.112 0.211 0.411 -0.6 0.7 -1.2
C 0.648 0.937 1.265 0.8 -0.6 2.0
C 1.109 0.431 2.475 0.0 2.3 -1.6
H -0.431 -2.580 2.298 0.0 0.1 -0.1
H -1.169 -1.587 0.120 0.2 0.3 0.3
H 0.905 1.959 0.984 0.0 -0.4 0.1
H 1.741 1.061 3.102 -0.2 -0.2 -0.1
```
Positions in Å, forces in eV/Å.

Output
Expectation value of S² = 9.02
Relative energy (zero: lowest compared OMol25 entry of this formula, charge and spin) = 0.0 kcal/mol
Spin multiplicity = 6
LUMO (spin up / spin down) = 3.2 / 3.1 eV
E = -43241.034 eV
Charge = -1

***

The following is a DFT calculation (ωB97M-V/def2-TZVPD) of a structure of composition C23H44CeNOP3 in a non-equilibrium geometry.

The geometry in XYZ format:
```
73
Properties=species:S:1:pos:R:3:forces:R:3
Ce -0.915 0.758 -0.091 0.8 -1.3 -2.2
P 1.753 -1.158 1.770 1.9 -1.0 -0.2
P 1.732 2.139 0.140 1.1 0.9 -0.3
P -0.906 -2.610 -0.046 -0.4 -1.2 -0.6
H -0.422 2.597 -6.343 0.1 -0.2 0.3
C -1.317 2.032 -6.099 -1.0 0.3 0.4
C -2.163 2.392 -5.111 0.6 -0.3 -1.2
H -1.926 3.191 -4.406 -0.2 -0.1 -0.3
C 3.262 -1.979 1.222 0.2 0.1 -0.4
C 2.217 0.156 2.903 -0.4 0.9 -0.1
C 0.926 -2.334 2.842 -1.2 -0.4 -0.2
C 1.406 3.179 -1.336 -0.2 0.0 0.0
C 2.216 3.383 1.390 -0.3 0.1 0.2
C 3.406 1.515 -0.287 -0.2 -0.5 -0.1
C -2.034 -2.792 -1.470 -0.2 0.2 0.0
C -1.663 -3.872 1.076 -0.3 0.4 0.5
C 0.477 -3.681 -0.663 0.4 0.5 0.1
H -1.573 1.214 -6.790 0.1 0.6 0.4
H -3.165 1.951 -5.092 0.4 0.0 0.4
H 3.883 -2.329 2.062 -0.3 0.2 -0.2
H 3.833 -1.265 0.604 -0.1 -0.4 0.2
H 2.972 -2.836 0.592 0.2 0.3 0.2
H 2.602 -0.243 3.849 -0.1 -0.4 -0.3
H 1.353 0.781 3.156 0.0 -0.1 -0.1
H 2.988 0.797 2.490 0.1 0.0 -0.1
H 1.637 -2.934 3.425 0.3 0.4 -0.3
H 0.288 -3.041 2.307 0.2 0.1 0.0
H 0.289 -1.805 3.547 0.0 0.1 0.1
H 2.252 3.870 -1.452 -0.3 -0.1 0.0
H 0.484 3.764 -1.193 0.3 0.0 -0.2
H 1.314 2.560 -2.239 0.0 0.2 0.3
H 3.107 3.931 1.038 -0.4 -0.2 0.1
H 2.447 2.908 2.351 -0.1 0.2 -0.2
H 1.384 4.083 1.529 0.3 0.0 0.1
H 4.055 2.348 -0.605 -0.4 -0.2 0.1
H 3.307 0.802 -1.112 0.2 0.0 0.0
H 3.879 1.016 0.568 0.0 0.2 -0.2
H -2.210 -3.869 -1.619 -0.1 0.4 0.0
H -1.588 -2.357 -2.368 -0.1 -0.1 0.1
H -2.984 -2.281 -1.250 0.1 -0.3 -0.2
H -2.335 -4.523 0.499 0.3 0.2 0.2
H -2.248 -3.366 1.857 0.0 -0.3 -0.1
H -0.899 -4.499 1.553 -0.2 0.2 -0.1
H 0.088 -4.451 -1.347 0.0 0.3 0.3
H 0.977 -4.185 0.176 -0.1 0.1 -0.2
H 1.210 -3.072 -1.201 0.0 -0.2 -0.1
C -0.278 -0.140 -3.349 0.2 -0.7 -2.0
C 0.864 -0.325 -4.170 -0.9 -0.9 0.7
C 0.756 -1.185 -5.270 -0.8 0.7 -0.1
C -0.531 -1.602 -5.692 0.2 0.0 0.3
C -1.686 -1.181 -4.997 0.0 0.0 -0.3
C -1.575 -0.406 -3.850 1.1 -0.1 0.6
O -0.087 0.180 -2.059 -1.3 1.8 3.3
H 1.244 -0.828 0.388 0.0 -0.1 2.0
H 1.801 0.107 -3.826 0.0 -0.4 -0.1
H 1.666 -1.502 -5.788 -0.5 0.2 0.0
H -0.608 -2.242 -6.575 -0.1 0.2 0.4
H -2.715 -1.457 -5.277 0.8 0.1 -0.3
H -2.464 -0.024 -3.322 0.4 -0.4 -0.1
C -2.882 2.324 6.286 0.1 0.2 0.0
C -2.289 1.914 4.962 0.0 0.4 0.2
C -1.838 2.858 4.025 0.2 -0.2 -0.7
C -1.386 2.434 2.769 -0.3 -0.5 0.6
N -1.366 1.120 2.408 0.0 0.0 0.6
C -1.729 0.198 3.352 0.0 0.8 -0.2
C -2.167 0.570 4.619 0.1 -0.9 -0.5
H -2.261 1.988 7.130 -0.1 0.0 -0.3
H -2.974 3.412 6.343 0.0 -0.2 0.0
H -3.882 1.891 6.438 0.3 0.0 -0.2
H -1.865 3.917 4.262 0.0 -0.1 -0.1
H -1.029 3.142 2.008 -0.2 -0.1 0.4
H -1.665 -0.844 3.021 -0.2 0.3 0.3
H -2.446 -0.205 5.340 0.0 0.3 -0.3
```
Positions in Å, forces in eV/Å.

Output
Expectation value of S² = 0.75
Relative energy (zero: lowest compared OMol25 entry of this formula, charge and spin) = 0.0 kcal/mol
Spin multiplicity = 2
LUMO (spin up / spin down) = -9.5 / -9.4 eV
E = -68871.829 eV
Charge = +3

***

The following is a DFT calculation (ωB97M-V/def2-TZVPD) of a structure of composition FH14NiO7 in a non-equilibrium geometry.

The geometry in XYZ format:
```
23
Properties=species:S:1:pos:R:3:forces:R:3
Ni 1.630 -0.803 0.150 -0.6 1.2 -0.8
F -0.005 0.111 0.244 1.0 -0.3 -0.1
O -1.610 2.019 -0.526 0.6 -1.2 -0.1
H -0.983 1.392 -0.098 -0.7 1.0 -0.5
H -1.707 2.716 0.106 -0.2 0.8 0.5
O 2.478 0.606 1.452 0.0 0.6 0.8
H 3.418 0.849 1.430 -0.2 -0.1 -0.1
H 2.077 1.197 2.160 0.2 -1.2 -1.2
O -1.984 -1.215 1.267 0.8 -0.8 0.2
H -1.205 -0.737 0.928 -1.1 -0.2 0.0
H -2.779 -0.772 1.004 -0.5 0.5 -0.4
O 2.231 0.222 -1.607 0.4 -1.0 1.2
H 2.102 -0.338 -2.376 -0.2 0.1 -0.5
H 1.831 1.077 -1.760 -0.3 0.5 -0.2
O 0.693 -2.193 -1.038 0.5 1.2 0.0
H 0.666 -3.112 -0.862 0.0 -1.6 0.4
H -0.132 -1.963 -1.530 0.2 0.6 0.0
O -0.731 0.984 2.736 0.5 -0.1 -1.2
H -0.396 0.655 1.870 0.0 0.4 1.1
H -1.666 0.997 2.507 -0.3 0.1 0.6
O -1.139 -0.511 -2.292 2.2 -0.3 -1.8
H -1.909 -1.036 -2.291 -1.7 -0.4 0.6
H -0.869 -0.156 -1.463 -0.7 0.5 1.3
```
Positions in Å, forces in eV/Å.

Output
Expectation value of S² = 2.00
Spin multiplicity = 3
LUMO (spin up / spin down) = -5.1 / -6.3 eV
E = -58314.184 eV
Charge = +1